(1)
# C23H43O10S

3 unconnected molecules or ions with the total composition C23H43O10S at a distorted geometry (ωB97M-V/def2-TZVPD, OMol25).

XYZ file:
```
77
Properties=species:S:1:pos:R:3:forces:R:3
C 7.791 -1.147 -0.449 1.00 0.14 -0.01
O 7.512 -1.322 -1.835 -0.74 0.08 0.95
C 6.094 -1.308 -2.020 -0.76 -1.22 -0.71
C 5.640 -2.553 -2.857 -0.93 1.21 -0.03
C 4.063 -2.535 -2.866 0.60 -0.23 0.32
C 3.398 -3.700 -2.068 -1.29 0.07 -1.01
C 2.246 -4.383 -2.920 1.09 -1.01 0.89
C 1.108 -4.917 -1.998 -0.76 0.42 -0.89
C -0.127 -3.955 -1.838 -0.38 -0.83 0.39
C -0.697 -3.395 -3.180 -0.08 0.06 0.51
C -0.284 -1.918 -3.560 1.11 -0.56 -0.64
C 0.975 -1.333 -2.834 -0.72 1.79 0.33
C 0.534 0.071 -2.248 0.00 -0.84 -0.25
C -0.155 -0.042 -0.850 0.15 0.92 0.71
C 0.642 0.721 0.268 -0.34 -0.54 0.76
C 1.668 -0.237 0.990 -0.07 0.54 -0.52
S 3.409 0.286 0.759 1.42 -0.99 2.48
O 3.671 1.392 1.710 -0.63 -1.30 -2.59
O 4.281 -0.897 0.968 -1.56 1.95 -0.95
O 3.539 0.806 -0.793 -0.17 -0.34 1.88
H 7.634 -0.081 -0.169 0.02 -0.67 0.11
H 8.860 -1.417 -0.299 -0.54 0.35 -0.12
H 7.208 -1.821 0.211 0.01 0.42 -0.45
H 5.731 -0.385 -2.531 0.51 -0.42 0.20
H 5.532 -1.360 -1.062 0.62 0.08 -0.35
H 5.997 -3.505 -2.427 0.11 0.55 -0.17
H 5.982 -2.434 -3.908 0.15 -0.27 0.68
H 3.715 -2.506 -3.919 0.03 -0.17 0.68
H 3.690 -1.590 -2.412 0.23 -0.56 -0.43
H 4.099 -4.514 -1.792 -0.09 0.59 -0.06
H 2.896 -3.329 -1.154 0.52 0.05 -0.39
H 2.727 -5.283 -3.383 -0.35 0.55 0.07
H 1.910 -3.755 -3.761 -0.12 -0.06 0.69
H 0.693 -5.838 -2.475 0.28 0.44 0.34
H 1.497 -5.219 -0.999 -0.09 0.23 -0.61
H -0.933 -4.603 -1.407 0.49 0.36 -0.18
H 0.048 -3.178 -1.068 0.12 -0.18 -0.75
H -1.809 -3.448 -3.095 0.64 0.00 -0.22
H -0.401 -4.105 -3.985 -0.21 0.41 0.40
H -1.187 -1.265 -3.485 0.52 -0.28 0.20
H -0.036 -1.940 -4.656 -0.42 -0.01 0.58
H 1.781 -1.066 -3.560 -0.57 -0.36 -0.05
H 1.418 0.754 -2.183 -0.62 -0.38 0.07
H -0.193 0.593 -2.932 0.36 -0.10 0.33
H -1.190 0.375 -0.823 0.58 -0.20 -0.31
H -0.241 -1.090 -0.502 0.03 0.40 -0.50
H 1.126 1.643 -0.110 -0.13 -0.58 0.09
H -0.044 1.061 1.077 0.29 -0.20 -0.55
H 1.555 -1.284 0.654 0.35 0.58 -0.19
H 1.517 -0.248 2.089 0.44 0.23 -0.59
H 3.234 0.065 -1.354 -0.14 -0.10 -0.13
C -1.600 2.430 4.065 0.19 -0.15 0.15
C -2.683 1.698 3.303 0.80 0.61 0.23
C -4.012 1.692 3.994 -0.54 0.19 0.01
O -4.610 0.496 3.485 0.24 -0.14 0.02
C -3.584 -0.356 3.200 0.05 -0.25 -0.10
O -3.723 -1.512 2.970 -0.03 -0.02 0.01
O -2.393 0.294 3.220 -0.53 -0.19 0.05
H -0.611 2.085 3.760 -0.05 0.10 -0.15
H -1.669 3.505 3.895 -0.04 -0.05 -0.08
H -1.683 2.250 5.139 -0.04 -0.05 -0.04
H -2.753 2.085 2.283 -0.13 -0.04 0.06
H -4.615 2.563 3.757 -0.09 -0.17 -0.07
H -3.933 1.595 5.081 0.19 0.02 -0.03
C -8.147 5.813 3.833 0.00 -0.24 0.12
C -6.920 6.006 2.966 -0.73 0.03 0.52
C -7.111 5.603 1.529 -0.09 0.25 -0.42
O -5.780 5.259 1.136 0.02 -0.07 0.28
C -5.145 4.827 2.255 0.19 -0.06 -0.23
O -4.104 4.256 2.256 0.07 0.11 0.03
O -5.861 5.126 3.368 0.16 -0.02 -0.29
H -7.868 5.727 4.884 0.03 0.17 -0.04
H -8.839 6.647 3.716 0.07 0.01 0.00
H -8.675 4.895 3.569 0.07 0.01 -0.03
H -6.553 7.033 3.055 0.06 -0.06 -0.10
H -7.507 6.406 0.909 0.21 -0.05 -0.09
H -7.739 4.716 1.413 -0.04 0.05 0.15
```
Forces are in eV/Å.

Summary:
E_tot, eV: -55855.910
HOMO energy, eV: -1.91
Net charge: -1
Gap between HOMO and LUMO, eV: 3.470
Max |F|, eV Å⁻¹: 3.024

=====

(2)
# C23H44AlClF2I2Mg2N5O16P2S2

A molecular structure, C23H44AlClF2I2Mg2N5O16P2S2 at a distorted geometry (ωB97M-V/def2-TZVPD, OMol25).

XYZ file:
```
100
Properties=species:S:1:pos:R:3:forces:R:3
C 0.081 -1.850 2.521 -0.94 0.18 1.38
P 0.212 -2.275 0.667 4.40 3.20 3.50
C 2.054 -1.753 0.894 2.27 -0.44 -1.22
C 2.999 -2.191 -0.366 1.02 0.12 1.74
C 4.351 -1.312 -0.225 1.74 2.38 1.36
N 5.079 -1.177 1.033 -3.62 -1.07 -3.22
O 4.907 -0.681 -1.248 -2.18 -2.40 2.38
O -1.546 -2.521 0.790 -2.61 1.22 -1.35
C -2.251 -1.236 0.682 1.00 0.61 -0.22
P -4.142 -1.364 0.471 -0.90 -2.22 0.12
O -4.529 -2.916 1.052 2.36 2.35 0.72
I -5.095 0.205 2.087 0.64 -0.31 -0.84
C -1.371 -0.425 -0.422 1.27 2.06 4.52
N -1.529 1.030 -0.152 -0.63 -1.20 -0.23
I -1.856 -0.796 -2.519 -0.23 -0.48 0.13
O 0.006 -0.650 0.037 -3.67 -0.72 -1.85
H -0.941 -2.181 2.946 1.64 0.68 -0.50
H 0.852 -2.396 3.182 -1.05 1.04 -1.25
H 0.176 -0.704 2.631 0.07 -1.87 0.10
H 0.492 -3.693 0.937 -0.55 -0.58 0.40
H 0.319 -2.658 -0.733 -0.67 -0.27 -0.48
H 2.541 -2.219 1.818 -1.05 0.54 -1.25
H 2.186 -0.616 1.003 -0.76 -1.67 0.00
H 2.464 -2.054 -1.362 1.12 -0.11 1.11
H 3.322 -3.279 -0.160 -0.68 1.38 -0.61
H 5.031 -0.179 1.291 0.68 -0.09 0.45
H 4.651 -1.795 1.736 0.32 0.74 -0.02
H -2.167 -0.526 1.591 0.55 -1.74 -0.95
H -4.197 -2.982 1.992 -0.53 -0.24 -0.69
H -0.927 1.227 0.669 -0.51 -0.08 -0.71
H -2.516 1.214 0.111 0.80 0.21 -0.35
Mg -5.016 -1.930 -2.182 -1.20 -0.43 2.33
N 3.818 0.921 3.799 0.21 -0.03 1.02
O 2.707 0.385 3.915 -0.07 -0.11 -0.27
O 4.222 1.271 2.676 0.13 -0.11 -0.77
O 4.520 1.105 4.792 -0.32 -0.06 -0.51
C 4.315 2.706 -1.698 0.57 0.25 0.22
C 3.221 3.111 -2.728 0.35 -2.01 3.77
C 3.219 2.151 -3.952 0.13 0.49 -1.38
C 4.304 2.424 -4.984 0.14 0.05 0.19
C 4.299 3.892 -5.390 -0.99 -1.08 -0.08
C 4.436 4.836 -4.173 3.79 2.57 -0.01
N 3.415 4.543 -3.113 -7.00 -0.85 -6.73
O 2.266 5.002 -3.532 4.53 -0.60 3.10
C 5.874 4.709 -3.612 0.11 -0.48 0.40
C 4.368 6.306 -4.664 -0.91 0.00 0.11
C 1.895 2.844 -1.965 -0.52 0.78 -0.59
H 5.105 3.447 -1.581 -0.02 -0.09 -0.17
H 3.902 2.606 -0.690 -0.14 -0.03 -0.22
H 4.785 1.756 -1.956 -0.04 0.12 -0.07
H 2.252 2.221 -4.465 -0.03 0.25 0.22
H 3.302 1.115 -3.611 -0.02 0.32 0.49
H 5.283 2.126 -4.598 -0.01 0.06 -0.02
H 4.126 1.804 -5.870 -0.02 0.06 0.09
H 5.112 4.074 -6.100 0.05 0.38 0.43
H 3.370 4.108 -5.935 0.01 0.17 0.24
H 6.006 5.323 -2.717 -0.03 -0.03 -0.10
H 6.607 5.048 -4.348 -0.37 0.07 -0.02
H 6.159 3.684 -3.369 -0.07 0.08 0.04
H 3.450 6.528 -5.212 0.01 -0.07 0.15
H 5.194 6.524 -5.347 -0.02 -0.34 0.21
H 4.446 7.003 -3.824 -0.01 -0.12 -0.06
H 1.778 3.528 -1.119 0.08 -0.05 -0.09
H 1.878 1.824 -1.571 0.39 0.13 -0.13
H 1.015 2.942 -2.606 0.13 0.13 0.04
C 7.677 -0.568 -4.560 0.14 -0.05 -0.04
C 6.804 -0.691 -5.793 0.06 0.12 0.34
O 5.725 -1.589 -5.545 -0.29 -0.21 0.06
H 8.074 -1.544 -4.272 0.05 0.08 -0.13
H 8.512 0.113 -4.739 -0.03 -0.04 0.12
H 7.095 -0.195 -3.709 -0.01 0.17 0.00
H 7.380 -1.083 -6.633 -0.22 -0.07 0.06
H 6.393 0.282 -6.081 0.16 0.06 -0.11
H 5.213 -1.231 -4.807 0.09 0.02 -0.23
C -7.049 -3.223 7.277 0.34 -0.28 0.12
C -5.913 -3.614 6.698 -0.16 0.04 0.15
C -5.508 -3.093 5.376 0.25 -0.15 -0.03
O -4.470 -3.450 4.841 -0.14 0.17 -0.20
C -6.408 -2.124 4.721 -0.27 0.00 0.24
C -7.543 -1.731 5.295 0.18 0.23 -0.54
C -7.950 -2.251 6.619 -0.48 0.05 0.35
O -8.982 -1.892 7.144 0.35 -0.07 -0.23
H -7.362 -3.594 8.245 -0.04 0.04 -0.02
H -5.241 -4.324 7.165 -0.01 0.00 -0.03
H -6.090 -1.758 3.755 -0.12 -0.13 0.05
H -8.214 -1.021 4.827 -0.04 -0.04 0.09
Cl -6.942 -3.098 -0.175 0.91 0.94 -2.25
Mg -1.219 -4.215 0.089 0.29 -2.01 1.04
O -0.291 -6.595 2.174 0.14 1.34 -1.38
H -0.395 -7.183 2.922 -0.44 -0.25 0.35
N -12.780 -1.039 5.190 0.45 0.37 0.07
S -13.571 0.131 4.488 -5.28 2.92 -0.42
O -14.044 -0.111 3.147 1.46 -0.34 0.90
O -13.156 1.480 4.789 0.97 -1.48 -0.20
F -14.925 0.045 5.304 1.33 -0.60 -0.09
S -11.364 -1.266 4.535 4.28 -2.05 -2.09
O -10.745 -2.514 4.918 -1.40 1.09 0.51
O -10.461 -0.142 4.470 -1.42 -0.26 0.63
F -11.693 -1.538 3.010 -0.34 0.34 0.67
Al 5.151 -2.561 -1.913 1.12 -0.57 -1.74
```
Forces are in eV/Å.

Summary:
E_tot, eV: -156618.210
HOMO energy, eV: -13.76
Net charge: +3
Gap between HOMO and LUMO, eV: 0.977
Max |F|, eV Å⁻¹: 9.742

=====

(3)
# C23H44BrFIN4O12P

3 unconnected molecules or ions with the total composition C23H44BrFIN4O12P at a distorted geometry (ωB97M-V/def2-TZVPD, OMol25).

XYZ file:
```
87
Properties=species:S:1:pos:R:3:forces:R:3
C -4.317 -3.946 -4.027 -0.46 0.33 0.24
C -4.006 -3.413 -2.627 -0.23 -0.25 -0.09
C -3.859 -1.912 -2.544 0.03 -0.25 -0.53
F -4.041 -1.533 -1.232 0.03 -0.05 0.27
C -2.568 -1.182 -3.009 0.47 0.31 0.08
P -2.961 0.630 -2.591 -1.11 0.13 0.36
O -4.415 0.800 -2.531 -0.01 -0.24 -0.11
O -2.247 0.893 -1.213 0.76 0.09 -0.39
O -2.413 1.580 -3.729 0.34 0.20 0.19
N -2.416 -1.288 -4.474 0.04 -0.48 -0.41
C -3.305 -0.635 -5.434 -0.27 -0.21 0.07
C -1.433 -2.034 -4.813 0.27 -0.35 0.22
Br -0.966 -2.420 -6.539 -0.08 0.13 -0.20
C -0.644 -2.615 -3.653 0.11 0.68 -0.37
I -0.961 -4.767 -3.570 -0.06 -0.05 -0.20
N 0.752 -2.385 -3.930 0.15 -0.89 -0.12
C 1.647 -3.040 -3.421 -0.74 0.51 0.41
O 2.511 -3.607 -2.919 0.67 -0.24 -0.10
C -1.186 -1.725 -2.520 0.12 0.45 1.03
C -1.201 -2.285 -1.110 -0.33 -0.71 0.05
O -0.046 -3.091 -0.998 0.08 -0.06 0.25
O 0.179 -3.242 0.410 0.07 -0.19 -0.15
C -0.096 -0.528 -2.498 0.21 -0.05 0.10
O 0.586 -0.422 -1.475 -0.32 0.20 0.06
O -0.095 0.146 -3.533 -0.31 0.61 -0.54
H -5.382 -3.824 -4.208 -0.19 0.04 -0.13
H -4.109 -5.005 -4.095 0.19 -0.16 -0.12
H -3.819 -3.411 -4.827 0.34 -0.16 -0.16
H -4.891 -3.617 -2.032 -0.10 0.01 0.28
H -3.206 -3.956 -2.145 0.24 0.05 -0.01
H -4.666 -1.500 -3.149 -0.19 0.32 0.15
H -1.273 0.752 -1.228 -0.09 0.06 0.42
H -1.669 2.123 -3.443 0.43 -0.19 -0.29
H -2.719 -0.138 -6.193 0.17 0.16 -0.05
H -3.938 0.071 -4.916 -0.07 0.15 0.11
H -3.934 -1.388 -5.896 -0.07 -0.16 -0.13
H -2.081 -2.880 -0.875 -0.08 -0.18 -0.09
H -1.162 -1.493 -0.376 0.11 0.35 -0.01
H 1.115 -3.000 0.462 0.01 0.17 0.00
C -1.288 0.867 6.156 0.02 -0.09 0.00
O -2.429 0.840 5.329 0.11 0.04 -0.03
C -3.072 2.089 5.127 -0.25 0.00 0.04
C -2.739 2.734 3.799 0.12 0.04 -0.09
N -1.373 3.232 3.743 0.11 -0.26 0.04
C -0.836 3.516 2.414 0.05 0.15 0.19
C -0.970 2.495 1.291 -0.12 -0.06 -0.32
O -0.144 1.347 1.360 -0.13 0.05 0.17
C -0.493 0.414 2.364 0.18 -0.13 -0.11
H -1.095 -0.156 6.475 -0.02 0.00 0.00
H -0.392 1.225 5.635 -0.03 0.04 0.04
H -1.451 1.487 7.043 0.01 0.02 0.01
H -2.868 2.767 5.963 0.09 0.03 -0.03
H -4.144 1.877 5.124 -0.01 0.02 0.05
H -3.428 3.573 3.650 -0.02 -0.01 -0.04
H -2.953 1.993 3.019 -0.07 0.02 0.02
H -0.755 2.596 4.225 -0.04 -0.05 -0.04
H 0.229 3.725 2.541 0.00 0.07 -0.01
H -1.297 4.444 2.060 -0.02 -0.03 -0.07
H -0.653 3.002 0.376 -0.01 0.03 0.00
H -2.008 2.183 1.123 -0.03 0.05 0.12
H -1.574 0.266 2.426 -0.01 0.04 0.05
H -0.101 0.708 3.342 -0.13 0.01 0.02
H -0.024 -0.533 2.095 -0.01 0.00 -0.05
C 3.407 1.711 -1.003 -0.05 0.11 -0.09
O 3.670 2.521 0.129 0.12 -0.16 -0.02
C 2.963 2.146 1.305 -0.09 0.22 0.04
C 3.805 1.360 2.288 0.08 -0.09 -0.01
N 4.095 0.011 1.825 0.17 0.06 -0.20
C 5.193 -0.686 2.487 -0.25 -0.10 0.03
C 6.543 -0.004 2.684 0.12 -0.01 0.16
O 7.341 0.138 1.529 -0.03 -0.03 -0.10
C 6.896 1.106 0.600 0.12 -0.05 -0.05
H 3.736 2.268 -1.880 0.01 0.02 0.01
H 3.965 0.766 -0.985 -0.07 -0.01 0.01
H 2.343 1.485 -1.106 0.02 -0.08 0.03
H 2.041 1.624 1.049 0.05 -0.11 -0.01
H 2.684 3.084 1.795 -0.04 -0.01 0.01
H 3.254 1.298 3.234 0.03 0.02 0.02
H 4.715 1.946 2.476 -0.04 0.03 0.05
H 4.252 0.018 0.828 -0.01 0.04 0.01
H 5.374 -1.604 1.923 -0.01 -0.04 0.04
H 4.842 -0.993 3.480 0.06 0.03 0.03
H 7.121 -0.655 3.344 0.01 0.01 0.01
H 6.451 0.959 3.204 -0.07 0.03 -0.09
H 6.565 2.024 1.095 -0.06 -0.01 -0.01
H 6.091 0.722 -0.033 -0.04 0.09 0.05
H 7.740 1.344 -0.046 0.02 0.00 0.02
```
Forces are in eV/Å.

Summary:
E_tot, eV: -145239.749
HOMO energy, eV: -8.25
Gap between HOMO and LUMO, eV: 6.680
Max |F|, eV Å⁻¹: 1.170